A cluster of 10 separate species, C74H78F10N2O5P in total at a distorted geometry. Source: the OMol25 dataset; level of theory: the ωB97M-V functional and the def2-TZVPD basis.

ORCA input file:
```
! RIJCOSX wB97M-V def2-TZVPD def2/J DEFGRID3
* xyz 1 1
C -3.76917 -2.18450 7.80376
C -2.79929 -2.70377 6.71431
C -3.48924 -3.55247 5.63329
C -2.93515 -4.96310 5.45172
C -1.61327 -5.11543 4.65245
C -1.49211 -4.28471 3.40896
C -0.69410 -3.12935 3.41461
P 0.24529 -2.62545 4.95958
C 1.95335 -2.92347 4.35292
O 0.09019 -0.99127 5.02922
C -0.55756 -2.40236 2.22663
C 0.33993 -1.21050 2.06254
O 1.39949 -1.40668 1.55333
O -0.03378 0.01027 2.41491
C -1.44623 0.27033 2.47508
N -1.58464 1.66317 2.79490
C -1.19141 -2.83459 1.07402
C -1.94670 -3.98795 1.09707
C -2.55027 -4.46303 -0.20871
C -1.62386 -5.48476 -0.86771
F -2.62316 -3.36953 -1.05108
N -2.10396 -4.68231 2.24795
C -2.92087 -5.91942 2.21200
C -4.44924 -5.74205 2.05028
C -5.08419 -4.48110 2.58774
O -4.69737 -3.34515 1.80432
C -5.57469 -2.29395 1.94583
C -5.09225 -1.06337 2.65263
O -6.66404 -2.35214 1.49006
H -4.77428 -2.58242 7.70558
H -3.77222 -1.10079 7.78712
H -3.41123 -2.45515 8.79077
H -2.01292 -3.26516 7.20069
H -2.39337 -1.82353 6.22878
H -4.52712 -3.67790 5.94170
H -3.53964 -3.04823 4.66949
H -3.66644 -5.62328 4.99028
H -2.75752 -5.37612 6.44206
H -0.78397 -4.92294 5.31606
H -1.53308 -6.17018 4.40827
H 2.65850 -2.25873 4.84129
H 2.18561 -3.93848 4.66669
H 2.05343 -2.89211 3.27262
H 0.85810 -0.53521 4.65901
H -1.91793 -0.36233 3.22954
H -1.92985 0.08580 1.51765
H -2.44481 2.04135 2.42292
H -1.59020 1.78101 3.80006
H -1.04148 -2.29269 0.15666
H -3.56942 -4.80361 -0.08971
H -2.15670 -6.06095 -1.61579
H -0.85684 -4.92175 -1.39208
H -1.13075 -6.12627 -0.14769
H -2.58922 -6.49484 1.35912
H -2.72144 -6.53849 3.06865
H -4.90799 -6.56161 2.59485
H -4.77527 -5.86004 1.02305
H -6.16138 -4.60794 2.49506
H -4.88136 -4.34986 3.64585
H -5.01377 -0.28752 1.89551
H -5.84873 -0.77981 3.37107
H -4.12098 -1.18314 3.11626
F 2.85111 -5.26702 -1.14869
C 2.86597 -4.12922 -1.88097
C 3.49588 -4.12707 -3.10883
C 3.49766 -2.95641 -3.85571
C 2.88306 -1.81175 -3.36621
C 2.26198 -1.83771 -2.12595
C 2.24785 -3.00476 -1.37581
H 3.97362 -5.02803 -3.47017
H 3.97890 -2.93763 -4.82418
H 2.88659 -0.90647 -3.95039
H 1.78663 -0.94586 -1.73878
H 1.76129 -3.04265 -0.40933
F -1.67126 4.38402 1.07247
C -0.36188 4.73427 1.06372
C 0.59612 3.74533 1.14421
C 1.93481 4.10979 1.11952
C 2.29264 5.44929 1.02949
C 1.30923 6.42677 0.95483
C -0.03068 6.06887 0.96547
H 0.29450 2.71070 1.22117
H 2.69938 3.34620 1.17188
H 3.33731 5.72987 1.01462
H 1.58278 7.47076 0.88374
H -0.80984 6.81124 0.89683
F -1.04525 8.45855 -0.63282
C -0.95765 8.09062 -1.93409
C -0.86112 6.74957 -2.25461
C -0.77437 6.38831 -3.59074
C -0.77680 7.36300 -4.57901
C -0.87100 8.70377 -4.23368
C -0.96683 9.07569 -2.90003
H -0.85233 6.00365 -1.47440
H -0.70091 5.34617 -3.86172
H -0.70280 7.07174 -5.61733
H -0.86780 9.46531 -5.00275
H -1.04742 10.11440 -2.60833
F -3.82731 -8.47227 1.01703
C -4.53274 -9.00584 -0.01880
C -3.92594 -9.10563 -1.25247
C -4.64719 -9.64938 -2.30552
C -5.95428 -10.07315 -2.10988
C -6.54262 -9.95838 -0.85803
C -5.82700 -9.42352 0.20340
H -2.90624 -8.76642 -1.38322
H -4.18639 -9.74329 -3.27908
H -6.51374 -10.49438 -2.93355
H -7.56143 -10.28625 -0.70532
H -6.26380 -9.33308 1.18939
F 4.00830 -0.04573 -5.68074
C 4.92092 0.76750 -5.09955
C 4.52466 2.02283 -4.68661
C 5.45974 2.85218 -4.08427
C 6.76787 2.42121 -3.91219
C 7.14212 1.15418 -4.33954
C 6.21275 0.31365 -4.93536
H 3.50107 2.34117 -4.83682
H 5.16623 3.83777 -3.74900
H 7.49101 3.07318 -3.44633
H 8.16189 0.81736 -4.21008
H 6.48167 -0.67988 -5.26908
F 8.14749 5.09537 -2.51534
C 9.45338 5.44363 -2.54261
C 10.41002 4.45033 -2.50004
C 11.74888 4.81183 -2.53277
C 12.10918 6.15046 -2.59917
C 11.12824 7.13180 -2.63722
C 9.78666 6.78016 -2.61295
H 10.10755 3.41298 -2.44129
H 12.51177 4.04578 -2.50622
H 13.15417 6.42824 -2.62141
H 11.40713 8.17550 -2.68572
H 9.00625 7.52837 -2.64909
F -0.31005 3.22253 -3.94416
C -0.86957 2.62633 -5.02133
C -0.52639 3.07457 -6.28008
C -1.10084 2.46284 -7.38412
C -2.00728 1.42502 -7.21516
C -2.33934 0.99440 -5.93801
C -1.76526 1.59540 -4.82717
H 0.17563 3.89081 -6.38995
H -0.83989 2.79964 -8.37799
H -2.45540 0.95327 -8.07913
H -3.04914 0.18916 -5.80487
H -2.00556 1.27288 -3.82274
F -1.10959 -3.03386 9.49372
C -0.77889 -2.48008 10.68497
C -1.48409 -2.85028 11.81075
C -1.14029 -2.28199 13.02870
C -0.11034 -1.35437 13.10058
C 0.58200 -0.99550 11.95245
C 0.25081 -1.56400 10.73112
H -2.28734 -3.57089 11.73129
H -1.67830 -2.56501 13.92292
H 0.15234 -0.91170 14.05158
H 1.38240 -0.27034 12.00632
H 0.78158 -1.30366 9.82489
F -0.27245 6.06315 -7.94831
C -0.25386 7.17838 -8.71407
C 0.43184 7.15563 -9.91053
C 0.44323 8.30040 -10.69409
C -0.21882 9.44472 -10.27053
C -0.89868 9.44482 -9.06054
C -0.92179 8.30254 -8.27399
H 0.94634 6.25542 -10.21936
H 0.97078 8.29787 -11.63806
H -0.20437 10.33543 -10.88377
H -1.41225 10.33608 -8.72646
H -1.45431 8.28035 -7.33284
*
```

Calculated values
* E_HOMO: -10.237 eV
* electronic energy: -127678.6185 eV
* Kohn-Sham gap: 6.6214 eV
* largest force on an atom: 0.027 hartree/bohr

Results of the Löwdin charge analysis, in e, for atoms 1 through 8: -0.077, -0.241, -0.211, -0.160, -0.132, -0.129, -0.173, 0.948